Here is a 3-piece molecular cluster, C9H19BO10 overall in a non-equilibrium geometry from the OMol25 dataset. Energies are from ωB97M-V/def2-TZVPD.

Summary:
Electronic energy   -1131.5494 Eh
Maximum force   9.2 eV/A

Element x y z (Å)
1 C -1.41963 1.38535 -1.88561
2 O -1.72437 2.69039 -1.27438
3 B -3.05447 3.17205 -1.73591
4 O -3.15556 3.96823 -2.98764
5 C -4.37660 2.73218 -0.82254
6 O -5.51789 2.25412 -1.62287
7 C -5.24653 0.95876 -2.26490
8 O -6.33403 0.27715 -2.71643
9 H -1.62716 0.56348 -1.05361
10 H -0.29529 1.29012 -2.27312
11 H -2.08683 1.23092 -2.85511
12 H -4.13119 4.19815 -3.17953
13 H -4.74844 3.73551 -0.29289
14 H -4.07041 2.00037 0.06168
15 H -4.19493 0.48297 -2.46506
16 C 0.73010 -1.86126 1.67376
17 O 0.41319 -3.22035 1.37950
18 C -0.23622 -3.39978 0.20158
19 O -0.55205 -2.52036 -0.58448
20 O -0.47335 -4.72723 0.04982
21 C -1.15617 -5.06729 -1.15532
22 H 1.24701 -1.83560 2.63697
23 H 1.39957 -1.44738 0.91269
24 H -0.18195 -1.26133 1.75644
25 H -0.56214 -4.78163 -2.02941
26 H -2.14367 -4.59559 -1.18576
27 H -1.29266 -6.15208 -1.17183
28 C 5.20110 0.43930 -0.14275
29 O 5.54336 0.94363 1.14669
30 C 4.55836 0.82418 2.07239
31 O 3.45374 0.33840 1.88567
32 O 5.01536 1.33890 3.24184
33 C 4.07765 1.28028 4.31493
34 H 6.06083 0.58609 -0.80226
35 H 4.98448 -0.63277 -0.09304
36 H 4.35033 0.98854 -0.55881
37 H 3.81617 0.24192 4.54286
38 H 3.18196 1.86318 4.07715
39 H 4.54831 1.71849 5.19930